Entry 1:
{
  "formula": "C8H12Si",
  "method": "ωB97M-V/def2-TZVPD",
  "e_tot_ev": -16363.488,
  "e_homo_ev": -8.02,
  "e_above_lowest_kcal_mol": 51.7,
  "charge": 0,
  "symbols": ["C", "C", "C", "C", "C", "C", "C", "C", "Si", "H", "H", "H", "H", "H", "H", "H", "H", "H", "H", "H", "H"],
  "coordinates": [[2.0005, 1.1944, 0.6310], [2.2090, 0.7574, -0.7121], [1.5100, 0.1812, 1.3409], [2.0741, -0.5893, -0.7758], [1.3508, -2.3417, 0.7041], [1.5766, -1.0575, 0.4992], [-1.3967, -0.2143, -1.5510], [-2.3763, 0.9835, 0.8758], [-2.1184, -0.8294, 0.2525], [2.0898, 2.1223, 1.1057], [2.4377, 1.5297, -1.4371], [1.2906, 0.2969, 2.3700], [2.0652, -1.3220, -1.5685], [1.6778, -2.9612, -0.1008], [0.6784, -2.6199, 1.5671], [-1.4745, 0.7762, -1.4963], [-0.4927, -0.6757, -1.5048], [-2.0645, -0.6857, -2.2605], [-1.6781, 1.3100, 1.7710], [-2.0147, 1.7921, 0.2058], [-3.3199, 1.2246, 1.2849]],
  "nbo_charge": [-0.22, -0.21, -0.24, -0.24, -0.29, -0.09, -1.09, -1.22, 0.94, 0.22, 0.22, 0.21, 0.22, 0.21, 0.22, 0.21, 0.22, 0.22, 0.25, 0.22, 0.24]
}

Entry 2:
{
  "formula": "C8H13BEuN2",
  "method": "ωB97M-V/def2-TZVPD",
  "e_tot_ev": -31484.848,
  "e_homo_ev": [-3.55, -3.81],
  "e_above_lowest_kcal_mol": 65.0,
  "s_squared": 12.032,
  "charge": -1,
  "spin_multiplicity": 7,
  "symbols": ["C", "C", "C", "C", "C", "Eu", "N", "C", "C", "H", "H", "H", "H", "H", "H", "H", "H", "H", "H", "B", "C", "N", "H", "H", "H"],
  "coordinates": [[-1.7073, -0.8245, -1.9879], [-2.6240, -0.4083, -0.9824], [-2.4092, -1.2077, 0.1772], [-1.3541, -2.1173, -0.1114], [-0.9153, -1.8788, -1.4471], [-0.3471, 0.0543, -0.2333], [1.1007, 0.4431, -1.0815], [0.0070, 2.5185, -0.4146], [-1.2755, 2.2417, -0.0028], [-2.9495, -1.1252, 1.1224], [-3.3798, 0.3720, -1.0864], [-0.9312, -2.8503, 0.5769], [-0.1087, -2.4032, -1.9608], [-1.6061, -0.3975, -2.9871], [-2.1164, 2.3333, -0.6964], [0.2181, 2.8382, -1.4389], [1.8503, 0.6917, -1.7382], [-1.5036, 2.1132, 1.0610], [0.8224, 2.6179, 0.3063], [3.6535, -0.5722, 2.4558], [2.3368, -0.3660, 1.5707], [1.2990, -0.2034, 0.8731], [3.5574, 0.0573, 3.4623], [4.6049, -0.1999, 1.8435], [3.7774, -1.7271, 2.7193]],
  "mulliken_spin": [0.00, 0.00, -0.01, 0.02, -0.02, 6.08, -0.14, 0.00, 0.04, 0.00, 0.00, 0.00, 0.00, 0.00, 0.00, 0.00, 0.01, -0.01, 0.00, 0.00, 0.04, -0.03, 0.00, 0.00, 0.00]
}

Entry 3:
{
  "formula": "C8H13BrInNO4P",
  "method": "ωB97M-V/def2-TZVPD",
  "e_tot_ev": -102691.440,
  "e_homo_ev": -4.29,
  "e_above_lowest_kcal_mol": 0.0,
  "charge": -1,
  "symbols": ["C", "C", "In", "O", "P", "O", "Br", "H", "H", "H", "H", "H", "H", "H", "H", "C", "C", "C", "C", "C", "C", "N", "O", "O", "H", "H", "H", "H", "H"],
  "coordinates": [[4.3690, -2.8921, 0.5932], [3.6511, -2.8103, -0.7562], [1.6114, -3.6152, -0.6488], [1.5840, -4.8874, 0.9640], [0.0971, -1.5505, -0.1134], [1.2257, -0.3399, -0.3902], [0.1428, -1.5696, 2.1822], [5.3620, -2.4261, 0.5859], [3.7945, -2.4130, 1.3894], [4.4908, -3.9319, 0.9029], [4.2044, -3.3603, -1.5213], [3.6415, -1.7692, -1.1065], [0.9856, -4.4195, -2.0801], [0.7099, -4.9340, 1.3588], [2.0966, -0.7063, -0.5907], [-2.3354, 1.6656, -1.3701], [-1.4841, 1.8067, -0.2826], [-1.7562, 2.7584, 0.6887], [-2.8804, 3.5514, 0.5342], [-3.7422, 3.4316, -0.5427], [-3.4580, 2.4728, -1.5018], [-3.1780, 4.5714, 1.5580], [-2.3858, 4.7125, 2.4678], [-4.1664, 5.2647, 1.3983], [-2.1191, 0.9061, -2.1101], [-0.6168, 1.1684, -0.1991], [-1.1194, 2.8856, 1.5510], [-4.6058, 4.0755, -0.6101], [-4.1185, 2.3546, -2.3508]],
  "mulliken_charge": [-0.90, -0.88, 0.84, -0.79, 0.02, -0.52, -0.32, 0.35, 0.22, 0.26, 0.33, 0.29, -0.38, 0.22, 0.27, -0.48, -0.16, -0.65, 0.23, -0.48, -0.34, 1.00, -0.61, -0.63, 0.40, 0.44, 0.45, 0.44, 0.36]
}

Entry 4:
{
  "formula": "C8H13CdO8",
  "method": "ωB97M-V/def2-TZVPD",
  "e_tot_ev": -29443.767,
  "e_homo_ev": -3.73,
  "charge": -1,
  "symbols": ["Cd", "C", "C", "C", "O", "C", "C", "C", "O", "O", "O", "H", "H", "C", "C", "O", "H", "H", "H", "H", "H", "O", "H", "H", "O", "H", "H", "O", "H", "H"],
  "coordinates": [[1.9070, -0.7275, -0.4019], [-3.7880, -0.1598, -2.0466], [-2.5151, -0.4921, -1.4032], [-2.5575, -1.3577, -0.0379], [-1.4244, -1.6869, 0.4456], [-3.8633, -1.7923, 0.4415], [-4.9980, -1.5104, -0.2908], [-4.9610, -0.5843, -1.4909], [-6.0070, -0.1393, -2.1562], [-6.0883, -2.1295, 0.1429], [-1.3710, -0.2170, -1.7990], [-3.7754, 0.4325, -2.9496], [-3.7892, -2.5276, 1.2290], [1.7468, 4.2652, 3.2955], [1.4636, 3.7296, 1.8927], [2.0530, 2.5263, 1.4799], [1.7387, 5.3468, 3.4304], [2.7699, 4.1412, 3.6505], [1.1186, 3.7470, 4.0199], [1.7449, 4.5280, 1.2060], [0.3737, 3.7317, 1.8766], [4.3683, -0.1367, -2.2399], [4.4636, 0.5195, -2.9302], [5.2560, -0.4650, -2.0967], [1.7098, -3.4075, -2.5728], [1.3318, -4.2828, -2.4883], [1.5896, -3.1822, -3.4953], [3.6475, -2.5225, 1.4847], [4.5114, -2.3436, 1.8560], [3.3439, -3.3029, 1.9483]],
  "nbo_charge": [0.56, -0.31, 0.40, 0.40, -0.57, -0.32, 0.35, 0.34, -0.59, -0.59, -0.56, 0.23, 0.23, -0.64, -0.08, -0.69, 0.19, 0.19, 0.19, 0.12, 0.15, -0.94, 0.47, 0.47, -0.94, 0.47, 0.47, -0.94, 0.47, 0.47]
}

Entry 5:
{
  "formula": "C8H13ClN2O",
  "method": "ωB97M-V/def2-TZVPD",
  "smiles": "CO/N=C(\\Cl)C1=CCCN(C)C1",
  "e_tot_ev": -26054.170,
  "e_homo_ev": -8.68,
  "e_above_lowest_kcal_mol": 42.3,
  "charge": 0,
  "symbols": ["C", "O", "N", "C", "Cl", "C", "C", "C", "C", "N", "C", "C", "H", "H", "H", "H", "H", "H", "H", "H", "H", "H", "H", "H", "H"],
  "coordinates": [[-4.3401, -1.3059, -0.1951], [-3.7254, -0.0664, 0.0402], [-2.3531, -0.2791, 0.0570], [-1.5695, 0.7306, 0.0576], [-2.2242, 2.3586, 0.1791], [-0.1486, 0.6498, -0.1480], [0.7247, 1.6754, 0.0661], [2.1681, 1.5688, -0.1905], [2.4906, 0.2451, -0.8495], [1.8590, -0.8678, -0.1806], [2.1468, -0.8739, 1.2559], [0.4235, -0.7356, -0.4501], [-3.9404, -2.0511, 0.4964], [-4.2323, -1.6085, -1.2437], [-5.4357, -1.1376, -0.0113], [0.2959, 2.6237, 0.3222], [2.6352, 2.3483, -0.7967], [2.6850, 1.7061, 0.7211], [2.1417, 0.2077, -1.8827], [3.5784, 0.0861, -0.8588], [1.6721, -0.0457, 1.8295], [1.7683, -1.7604, 1.6305], [3.1977, -0.9601, 1.4635], [0.2919, -1.0486, -1.4869], [-0.1096, -1.4593, 0.1746]],
  "nbo_charge": [-0.25, -0.37, -0.16, 0.20, -0.04, -0.13, -0.10, -0.49, -0.21, -0.42, -0.43, -0.25, 0.19, 0.18, 0.19, 0.22, 0.23, 0.22, 0.20, 0.20, 0.17, 0.20, 0.20, 0.21, 0.22]
}

Entry 6:
{
  "formula": "C8H13ClN2O",
  "method": "ωB97M-V/def2-TZVPD",
  "smiles": "CO/N=C(\\Cl)C1=CCCN(C)C1",
  "e_tot_ev": -26054.054,
  "e_homo_ev": -8.62,
  "e_above_lowest_kcal_mol": 45.0,
  "charge": 0,
  "symbols": ["C", "O", "N", "C", "Cl", "C", "C", "C", "C", "N", "C", "C", "H", "H", "H", "H", "H", "H", "H", "H", "H", "H", "H", "H", "H"],
  "coordinates": [[3.1262, -1.9711, -2.7066], [1.7588, -1.5702, -2.7805], [1.3486, -1.0012, -1.6189], [0.1341, -0.5838, -1.6282], [-0.9230, -0.8774, -2.9533], [-0.4448, 0.2078, -0.5248], [-1.7287, 0.5501, -0.4532], [-2.2590, 1.3766, 0.6780], [-1.1573, 1.9002, 1.5741], [-0.1069, 0.8795, 1.8713], [-0.6058, -0.3444, 2.5790], [0.5317, 0.5383, 0.5855], [3.2901, -2.4872, -1.7649], [3.8288, -1.1397, -2.9050], [3.2249, -2.7097, -3.5427], [-2.3967, 0.2526, -1.2272], [-2.9420, 2.1976, 0.3234], [-2.8918, 0.7634, 1.3473], [-0.5877, 2.7805, 1.1779], [-1.5307, 2.2080, 2.5549], [-1.5095, -0.8256, 2.0960], [0.2433, -1.1426, 2.5218], [-0.8526, -0.2164, 3.7222], [1.1910, 1.4388, 0.3079], [1.2590, -0.2240, 0.7657]],
  "nbo_charge": [-0.25, -0.37, -0.14, 0.16, 0.00, -0.09, -0.14, -0.47, -0.22, -0.44, -0.44, -0.26, 0.19, 0.18, 0.20, 0.22, 0.23, 0.22, 0.20, 0.20, 0.17, 0.21, 0.21, 0.21, 0.23]
}

Entry 7:
{
  "formula": "C8H13N",
  "method": "ωB97M-V/def2-TZVPD",
  "e_tot_ev": -9989.127,
  "e_homo_ev": -8.79,
  "e_above_lowest_kcal_mol": 177.9,
  "charge": 0,
  "symbols": ["C", "C", "C", "C", "C", "C", "C", "C", "H", "H", "H", "H", "H", "H", "H", "H", "H", "H", "H", "H", "H", "N"],
  "coordinates": [[0.8937, -0.7413, 2.4475], [0.2706, -1.1830, 1.1875], [0.2867, -0.6552, -0.6464], [0.0740, 0.3478, -1.7896], [-0.0642, 1.7358, -1.0200], [-1.1927, 1.0023, -0.3291], [-1.6149, 0.3592, -1.6593], [-0.0782, 0.0484, 0.6559], [1.7811, -1.4481, 2.7730], [0.0735, -0.7843, 3.4147], [1.3567, 0.3059, 2.4458], [-0.3571, -2.0227, 1.2065], [2.0346, -2.1178, -0.0859], [-0.4102, -1.3651, -0.8940], [0.5153, 0.2907, -2.7255], [-0.3826, 2.7005, -1.6195], [0.7971, 2.0712, -0.5026], [-1.9174, 1.4068, 0.2722], [-2.0541, 1.1298, -2.3630], [-2.1072, -0.7163, -1.7857], [0.6415, 0.8286, 0.8594], [1.4538, -1.1932, 0.1580]],
  "nbo_charge": [-0.58, -0.12, -0.04, -0.20, -0.42, -0.17, -0.42, -0.24, 0.20, 0.20, 0.22, 0.22, 0.36, 0.16, 0.21, 0.21, 0.21, 0.20, 0.22, 0.21, 0.21, -0.65]
}

Entry 8:
{
  "formula": "C8H13N",
  "method": "ωB97M-V/def2-TZVPD",
  "smiles": "C[C@@]12CC=C[C@H](CC1)N2",
  "e_tot_ev": -9984.181,
  "e_homo_ev": -7.54,
  "e_above_lowest_kcal_mol": 292.0,
  "charge": 0,
  "symbols": ["C", "C", "C", "C", "C", "C", "C", "C", "N", "H", "H", "H", "H", "H", "H", "H", "H", "H", "H", "H", "H", "H"],
  "coordinates": [[-1.2054, 0.0035, 0.8244], [-0.2896, 0.8014, -0.1720], [-1.2209, 0.5619, -1.3940], [-0.5124, -1.1234, -1.6128], [0.4772, -1.6655, -0.8886], [1.2598, -0.7406, -0.0459], [1.5283, 0.0629, 1.2678], [0.6017, 1.5821, 1.0141], [1.0297, 0.5269, -0.8328], [-0.7673, -0.4190, 1.7583], [-1.8380, -0.6175, 0.2234], [-1.9412, 0.7093, 1.4163], [-2.2884, 0.6130, -1.3950], [-1.1866, 1.2691, -2.2796], [-1.2046, -2.0630, -1.9268], [0.6753, -2.7480, -0.8865], [0.4013, -0.8637, 0.5518], [1.2966, -0.7442, 2.0880], [2.6441, 0.3237, 1.3772], [0.2077, 1.8787, 2.1275], [1.2280, 2.3520, 0.5637], [1.1047, 0.3005, -1.7785]],
  "nbo_charge": [-0.69, 0.06, -0.38, -0.29, -0.19, -0.34, -0.38, -0.35, -0.62, 0.22, 0.23, 0.25, 0.22, 0.22, 0.22, 0.23, 0.38, 0.20, 0.23, 0.20, 0.22, 0.38]
}